(A)
The following is a DFT calculation (ωB97M-V with the def2-TZVPD basis set) of 12 unconnected molecules or ions with the total composition C5H33NO13.

CARTESIAN COORDINATES (ANGSTROEM)
O 3.201 3.421 -0.346
O -0.056 -2.772 1.541
O -2.612 -2.369 2.731
O -1.307 -0.006 -0.163
O -1.410 1.434 1.958
O 0.336 3.453 2.249
O -3.113 -0.796 -1.165
O 2.039 -0.979 2.370
O -3.845 1.252 0.326
O 2.728 1.656 1.596
O -0.291 -0.138 3.525
O 2.508 1.469 -3.090
O -1.178 2.526 -1.138
N 0.228 -1.933 -1.291
C -1.893 -0.790 -1.025
C 1.248 -0.861 -1.360
C 0.779 -3.091 -1.948
C -0.826 -0.682 -3.266
C -1.054 -1.535 -2.032
H 0.797 -3.036 -3.051
H 0.241 -3.954 -1.518
H 1.615 -0.594 -2.360
H 3.679 1.606 1.805
H -1.586 -2.456 -2.288
H -1.685 0.247 0.725
H 0.836 0.064 -0.982
H 0.682 -0.147 3.438
H 2.628 2.912 0.279
H -3.446 1.861 -0.304
H -1.581 0.030 -3.582
H 0.416 -3.368 2.131
H -1.633 3.260 -1.554
H 0.388 -2.897 0.685
H -2.222 -2.684 1.904
H 1.796 -3.371 -1.678
H 0.002 3.754 3.101
H -0.993 1.083 2.817
H 3.993 2.906 -0.167
H -0.622 -1.458 -4.049
H -0.999 2.769 -0.231
H -3.478 -2.057 2.459
H 1.354 -1.399 1.819
H 2.374 -0.466 1.616
H 0.088 -0.100 -3.316
H 2.737 2.387 -3.234
H -0.178 2.825 1.730
H -3.785 0.346 -0.075
H 2.047 -1.060 -0.623
H 2.191 1.758 2.389
H -2.374 1.469 2.057
H 1.757 1.466 -2.470
H -0.523 -0.954 3.054

## Properties
LUMO energy in eV: 0.092
Charge: 0
Multiplicity: 1
Structure (SMILES): C[C@H](C(=O)O)N(C)C.O.O.O.O.O.O.O.O.O.O.O
HOMO energy in eV: -9.60



(B)
The following is a DFT calculation (ωB97M-V with the def2-TZVPD basis set) of 12 unconnected molecules or ions with the total composition C5H33NO13.

CARTESIAN COORDINATES (ANGSTROEM)
O 1.609 2.715 0.176
O -4.148 -1.075 -1.624
O -1.614 0.337 -0.935
O 0.721 -2.574 1.907
O -1.045 2.507 0.585
O -2.066 -2.280 -0.242
O -3.661 0.260 1.274
O 1.685 3.340 2.994
O -0.287 -3.160 -2.799
O 1.667 -1.026 3.991
O 0.026 -0.476 1.427
O -2.443 2.701 -3.200
O -2.006 1.544 2.759
N 1.673 -0.745 -0.800
C 2.624 0.145 -1.554
C 0.857 -1.553 1.307
C 2.184 -1.095 0.530
C 3.088 -2.320 0.466
C 1.787 0.874 -2.579
H 2.034 2.007 -2.643
H -2.283 0.218 -0.187
H -4.572 0.647 1.185
H -1.679 1.184 3.450
H -1.692 3.253 0.467
H -1.370 1.925 -0.054
H -2.486 1.928 -2.462
H 0.655 -1.041 3.868
H 2.651 -3.150 1.224
H -1.438 -2.247 -0.984
H -1.694 3.256 -3.090
H 1.897 -1.944 3.727
H 2.018 3.245 2.042
H -3.487 0.514 2.190
H -1.197 -3.342 -3.101
H 1.852 0.403 -3.662
H 0.325 -3.014 -3.502
H 3.121 0.856 -0.916
H -0.786 -0.107 -0.882
H -3.168 -0.928 -1.560
H 1.352 -1.474 -1.393
H -0.877 -0.785 1.645
H -1.484 2.052 2.077
H -4.301 -1.955 -1.342
H 4.071 -1.923 0.769
H 2.606 -0.227 1.240
H 3.490 -0.512 -1.958
H 1.517 1.887 -0.320
H 1.169 2.513 2.929
H 0.797 3.210 0.037
H 3.071 -2.898 -0.442
H 0.655 0.745 -2.492
H -1.418 -2.418 0.455

## Properties
LUMO energy in eV: -0.088
Charge: 0
Multiplicity: 1
Structure (SMILES): CCN[C@H](C)C(=O)O.O.O.O.O.O.O.O.O.O.O.O
HOMO energy in eV: -9.61



Least stable of them? (B).



(A)
The following is a DFT calculation (ωB97M-V with the def2-TZVPD basis set) of 2 unconnected molecules or ions with the total composition C2H2N2O3.

CARTESIAN COORDINATES (ANGSTROEM)
O 0.443 -2.742 -1.620
O 0.821 0.879 0.788
O -1.424 -1.647 1.473
N -0.424 -0.710 -0.881
N 0.019 0.182 1.693
C -0.005 -1.727 -1.391
C -0.655 -0.766 1.350
H -1.274 -0.242 -0.852
H 0.709 0.411 -0.012

## Properties
LUMO energy in eV: 0.040
Charge: 0
Multiplicity: 1
Structure (SMILES): O=C=NO.N=C=O
HOMO energy in eV: -9.68



(B)
The following is a DFT calculation (ωB97M-V with the def2-TZVPD basis set) of C2H2N2O3 in the gas phase.

CARTESIAN COORDINATES (ANGSTROEM)
O -0.447 -0.689 0.564
O 0.951 2.314 -0.500
O -0.574 1.654 0.919
N 0.272 1.503 0.098
N 3.092 -0.234 0.449
C 1.957 -0.148 0.173
C 0.490 -0.024 -0.197
H -0.922 -0.086 1.252
H 0.395 -0.122 -1.363

## Properties
LUMO energy in eV: -0.588
Charge: 0
Multiplicity: 1
Structure (SMILES): N#C[C@@H](O)[N+](=O)[O-]
HOMO energy in eV: -12.02



(C)
The following is a DFT calculation (ωB97M-V with the def2-TZVPD basis set) of 2 unconnected molecules or ions with the total composition C2H2N2O3.

CARTESIAN COORDINATES (ANGSTROEM)
O -0.090 0.663 1.369
O -0.681 1.728 -0.982
O 0.413 0.127 -1.939
N 1.585 -2.129 0.322
N -0.043 0.679 -0.970
C 0.123 -0.017 0.265
C 1.042 -1.106 0.262
H -0.956 1.019 1.488
H -1.393 -0.965 0.185

## Properties
LUMO energy (spin up / spin down) in eV: -2.186 / -2.187
Charge: 0
Multiplicity: 1
HOMO energy (spin up / spin down) in eV: -10.95 / -10.96



Least stable of them? (C).



(A)
The following is a DFT calculation (ωB97M-V with the def2-TZVPD basis set) of 3 unconnected molecules or ions with the total composition C5H8O3.

CARTESIAN COORDINATES (ANGSTROEM)
O -1.726 0.431 6.036
O -3.563 0.722 4.837
O -2.898 -1.659 6.775
C -2.369 1.038 5.152
C -4.620 -0.454 5.923
C -5.760 -0.535 4.899
C -5.244 1.221 7.928
C -4.949 0.482 7.018
H -6.649 -0.946 5.394
H -2.882 -2.334 6.090
H -5.470 -1.228 4.098
H -4.820 -1.434 6.394
H -6.035 0.455 4.519
H -1.814 1.618 4.394
H -2.141 -0.808 6.501
H -5.452 1.996 8.647

## Properties
LUMO energy in eV: -0.815
Charge: 0
Multiplicity: 1
HOMO energy in eV: -9.63



(B)
The following is a DFT calculation (ωB97M-V with the def2-TZVPD basis set) of C5H8O3 in the gas phase.

CARTESIAN COORDINATES (ANGSTROEM)
O -0.016 -0.950 -0.292
O -2.602 0.085 -0.927
O -0.127 1.329 -0.002
C -0.578 0.070 0.436
C 1.386 -1.090 -0.100
C 1.985 0.231 -0.337
C -2.062 0.078 0.421
C 1.225 1.321 -0.336
H -0.272 -0.053 1.523
H 1.673 -1.427 0.880
H 3.013 0.338 -0.461
H -1.989 -0.513 -1.458
H -2.458 -0.805 0.990
H 1.597 -1.912 -0.774
H -2.312 0.987 0.942
H 1.538 2.310 -0.504

## Properties
LUMO energy in eV: 0.880
Charge: 0
Multiplicity: 1
Structure (SMILES): OC[C@@H]1OC=CCO1
HOMO energy in eV: -9.12



(C)
The following is a DFT calculation (ωB97M-V with the def2-TZVPD basis set) of a molecular structure, C5H8O3.

CARTESIAN COORDINATES (ANGSTROEM)
O -2.063 -0.944 0.066
O 1.608 -1.216 -0.062
O -0.914 1.261 0.645
C 1.052 1.065 -0.366
C -0.848 -0.601 -0.481
C -0.591 1.006 -0.832
C 0.286 -0.696 0.575
C 0.419 0.768 0.929
H 1.017 0.834 2.005
H 1.463 0.307 -1.061
H -2.149 -0.462 0.956
H 0.010 -1.517 1.291
H -1.170 1.598 -1.456
H 1.432 2.200 -0.780
H -0.856 -1.529 -1.186
H 1.304 -2.074 -0.242

## Properties
LUMO energy in eV: 0.851
Charge: 0
Multiplicity: 1
HOMO energy in eV: -9.47



Least stable of them? (A).